Entry 1:
# C30H36BaCl4N7O5

A molecular structure, C30H36BaCl4N7O5 in a non-equilibrium geometry (the ωB97M-V functional and the def2-TZVPD basis, the OMol25 dataset).

Geometry as ORCA input:
```
! RIJCOSX wB97M-V def2-TZVPD def2/J DEFGRID3
* xyz -1 1
Ba -0.066 -0.118 0.328
C -2.315 2.449 -3.244
O -1.167 2.088 -3.998
C -0.981 0.723 -4.157
C -0.789 0.253 -5.438
C -0.525 -1.099 -5.672
C -0.487 -1.957 -4.592
C -0.666 -1.512 -3.275
C -0.635 -2.545 -2.224
N -0.568 -2.331 -0.967
N -0.570 -3.465 -0.159
C -0.758 -3.163 1.111
O -0.968 -2.010 1.625
C -0.740 -4.347 2.046
C -1.046 -4.143 3.387
C -1.037 -5.202 4.284
C -0.716 -6.481 3.849
C -0.404 -6.690 2.510
C -0.416 -5.632 1.614
C -0.896 -0.127 -3.011
O -1.008 0.360 -1.817
H -2.303 3.536 -3.151
H -3.232 2.145 -3.764
H -2.286 1.996 -2.255
H -0.840 0.967 -6.253
H -0.371 -1.463 -6.679
H -0.310 -3.015 -4.752
H -0.686 -3.582 -2.571
H -1.280 -3.136 3.707
H -1.274 -5.029 5.327
H -0.703 -7.308 4.548
H -0.147 -7.685 2.165
H -0.176 -5.777 0.570
Cl 4.076 -0.201 6.089
C 3.715 -0.358 4.403
C 4.470 -1.225 3.617
Cl 5.774 -2.138 4.296
C 4.147 -1.341 2.264
Cl 5.064 -2.395 1.234
C 3.114 -0.620 1.697
O 2.756 -0.795 0.381
C 2.355 0.314 2.464
O 1.439 1.033 1.923
C 2.686 0.388 3.842
Cl 1.759 1.492 4.803
N 4.420 0.376 -1.382
C 4.475 1.785 -0.973
C 3.052 2.336 -0.917
N 2.311 2.156 -2.166
C 2.387 0.784 -2.660
C 3.808 0.234 -2.709
H 3.430 -0.379 -0.227
H 5.345 -0.039 -1.369
H 5.074 2.379 -1.681
H 4.942 1.849 0.012
H 3.072 3.398 -0.666
H 2.516 1.824 -0.106
H 2.646 2.795 -2.877
H 1.916 0.720 -3.642
H 1.811 0.144 -1.992
H 4.385 0.776 -3.476
H 3.793 -0.824 -2.977
C -3.792 0.362 0.523
N -3.897 1.805 0.708
C -4.802 2.452 -0.227
C -2.777 2.455 1.174
N -1.699 1.791 1.377
N -2.943 3.825 1.419
C -4.048 4.199 2.292
C -1.732 4.569 1.703
H -4.800 -0.046 0.432
H -3.300 -0.095 1.379
H -3.224 0.110 -0.380
H -4.631 2.081 -1.242
H -4.647 3.527 -0.229
H -5.840 2.240 0.042
H -0.974 2.319 1.858
H -4.920 3.585 2.090
H -4.308 5.246 2.123
H -3.781 4.077 3.350
H -1.321 4.353 2.699
H -1.962 5.634 1.656
H -0.973 4.348 0.955
*
```

As for the gap between HOMO and LUMO: 0.2451 hartree. The energy above the lowest of the compared OMol25 structures with the same formula, charge and spin comes out at 48.84 kJ/mol.

Entry 2:
# C5H5Cl2N

C5H5Cl2N in the gas phase (the ωB97M-V functional and the def2-TZVPD basis, the OMol25 dataset).

Geometry as ORCA input:
```
! RIJCOSX wB97M-V def2-TZVPD def2/J DEFGRID3
* xyz 0 1
N -0.146 -1.551 1.315
C -0.598 -0.521 0.387
C -0.264 0.860 0.861
C 0.335 1.539 -0.124
Cl 0.891 3.165 -0.107
C 0.460 0.659 -1.323
Cl 1.185 1.167 -2.788
C -0.049 -0.543 -1.027
H -0.409 -2.469 0.976
H 0.869 -1.545 1.362
H -1.693 -0.590 0.313
H -0.472 1.226 1.846
H -0.109 -1.396 -1.691
*
```

As for the gap between HOMO and LUMO: 0.3429 hartree. The SMILES is NC1C=C(Cl)C(Cl)=C1. The energy above the lowest of the compared OMol25 structures with the same formula, charge and spin comes out at 91.21 kJ/mol.